[1]
Below is C3H6N4O in the gas phase, with properties calculated with ωB97M-V/def2-TZVPD.

XYZ file:
```
14
Properties=species:S:1:pos:R:3:forces:R:3
N 2.517 -0.686 -0.231 2.9 0.5 0.2
N 1.769 0.442 0.353 0.5 -0.3 -2.5
C 0.383 0.185 0.129 -1.1 1.0 1.6
N -0.465 1.093 -0.227 0.9 -1.0 0.9
C -1.835 0.776 0.209 0.1 -1.6 0.5
C -2.105 -0.714 -0.204 -0.2 1.7 -0.9
N -1.169 -1.570 -0.093 -0.6 0.1 0.6
O -0.041 -1.050 0.683 0.2 1.5 -1.7
H 2.914 -0.362 -1.147 -0.9 -0.4 0.8
H 3.446 -0.806 0.312 -2.2 0.3 -0.6
H 2.156 1.321 -0.133 -1.7 -1.4 1.3
H -2.536 1.513 -0.179 0.0 -0.4 -0.3
H -1.986 0.794 1.330 0.6 0.1 -0.9
H -3.049 -0.936 -0.801 1.5 -0.2 0.9
```
Forces are in eV/Å.

Calculated values
Energy above the lowest of the compared OMol25 structures with the same formula, charge and spin   4.409 eV
Kohn-Sham gap   10.5505 eV
HOMO   -9.688 eV
Structure (SMILES)   NNC1=NCC=NO1

These are the natural (NBO) partial charges, in e, on atoms 1 to 2: -0.648 -0.466

=====

[2]
Below is C26H36N2O4 in the gas phase, with properties calculated with ωB97M-V/def2-TZVPD.

XYZ file:
```
68
Properties=species:S:1:pos:R:3:forces:R:3
C 0.505 2.890 1.360 0.0 0.2 0.0
C 0.005 1.732 0.576 -0.7 0.2 -0.3
C -1.186 1.665 -0.097 1.0 0.1 0.6
C -2.241 2.685 -0.259 -0.3 -0.1 -0.4
O -2.130 3.824 0.167 0.2 0.1 0.2
N -3.315 2.250 -0.948 0.1 -0.2 -0.1
C -4.480 3.071 -1.157 -0.2 0.3 0.2
C -5.743 2.392 -0.625 0.1 -0.1 -0.3
C -6.075 1.114 -1.400 -0.2 0.2 0.2
N -5.055 0.087 -1.237 -0.2 -0.2 -0.2
C -5.210 -0.647 0.008 0.2 0.0 0.3
C -4.015 -1.566 0.242 -0.2 -0.1 0.0
C -3.870 -2.540 -0.921 0.2 0.2 0.0
C -3.777 -1.744 -2.218 -0.3 -0.2 0.0
C -4.994 -0.835 -2.359 0.2 -0.1 -0.2
O -1.359 0.450 -0.708 -0.3 0.0 -0.2
C -0.258 -0.279 -0.424 0.8 0.2 0.6
C -0.001 -1.583 -0.821 -0.1 0.1 0.0
C 1.187 -2.139 -0.414 0.1 0.0 0.1
C 2.108 -1.422 0.371 -0.3 0.2 -0.1
C 1.850 -0.120 0.783 0.3 -0.1 0.1
C 0.638 0.459 0.373 -0.5 -0.6 -0.5
C 2.835 0.626 1.648 0.0 -0.4 0.4
O 3.422 1.731 0.984 0.2 0.3 -0.2
C 3.878 -0.348 2.215 -0.3 0.0 -0.3
C 4.354 -1.376 1.184 0.4 0.3 0.3
C 5.073 -0.715 -0.010 -0.1 -0.3 -0.1
C 6.018 -1.704 -0.684 0.0 0.2 0.0
C 7.185 -2.054 0.245 0.0 0.0 0.0
C 6.742 -2.035 1.713 -0.1 -0.1 0.0
C 5.274 -2.422 1.840 -0.1 0.2 0.0
O 3.232 -2.117 0.698 -0.1 -0.2 0.0
H -0.090 3.767 1.125 0.0 0.0 0.1
H 1.553 3.077 1.139 0.0 0.0 0.0
H 0.413 2.686 2.427 0.0 0.0 0.1
H -3.447 1.264 -1.160 0.1 0.1 0.1
H -4.596 3.272 -2.229 0.0 0.1 0.1
H -4.304 4.019 -0.641 0.0 -0.1 -0.2
H -5.610 2.171 0.434 0.0 0.0 0.1
H -6.582 3.083 -0.722 0.0 0.0 0.0
H -7.068 0.743 -1.090 0.0 0.0 -0.1
H -6.137 1.366 -2.462 0.0 0.0 0.0
H -5.284 0.069 0.829 -0.1 0.0 0.0
H -6.139 -1.247 -0.003 0.0 0.1 0.0
H -3.111 -0.961 0.320 0.0 0.0 0.1
H -4.150 -2.104 1.181 0.0 0.0 0.0
H -2.983 -3.161 -0.786 0.0 -0.1 0.0
H -4.740 -3.201 -0.958 0.0 -0.1 0.0
H -2.879 -1.125 -2.200 0.0 0.0 -0.1
H -3.722 -2.413 -3.079 0.0 0.0 0.0
H -4.911 -0.253 -3.281 -0.1 0.0 0.0
H -5.910 -1.451 -2.425 0.0 0.0 0.0
H -0.704 -2.131 -1.427 -0.1 -0.1 -0.1
H 1.450 -3.148 -0.687 0.0 -0.1 -0.1
H 2.301 1.080 2.490 0.1 -0.1 -0.1
H 3.732 1.453 0.116 0.0 0.0 0.0
H 3.418 -0.888 3.046 0.0 0.0 0.0
H 4.727 0.218 2.598 0.0 0.0 0.0
H 5.639 0.154 0.329 0.0 0.1 0.0
H 4.321 -0.389 -0.735 0.0 0.1 0.0
H 5.453 -2.602 -0.937 0.0 0.0 -0.1
H 6.397 -1.280 -1.615 0.0 -0.1 0.0
H 7.567 -3.042 -0.016 0.1 0.0 0.0
H 7.999 -1.341 0.105 0.1 0.0 0.0
H 6.884 -1.038 2.136 0.1 0.0 0.1
H 7.354 -2.724 2.296 0.0 0.1 0.1
H 5.001 -2.541 2.889 -0.1 -0.1 0.0
H 5.101 -3.378 1.344 0.0 -0.1 0.0
```
Forces are in eV/Å.

Calculated values
Energy above the lowest of the compared OMol25 structures with the same formula, charge and spin   0.000 eV
Kohn-Sham gap   8.7959 eV
HOMO   -8.197 eV
Structure (SMILES)   Cc1c(C(=O)NCCCN2CCCCC2)oc2ccc3c(c12)[C@H](O)CC1(CCCCC1)O3

These are the natural (NBO) partial charges, in e, on atoms 1 to 2: -0.667 -0.028

=====

[3]
Below is 2 unconnected molecules or ions with the total composition C11H17N4, with properties calculated with ωB97M-V/def2-TZVPD.

XYZ file:
```
32
Properties=species:S:1:pos:R:3:forces:R:3
C -2.334 0.604 2.132 0.7 -0.7 -1.7
C -1.595 0.585 1.178 -0.1 0.2 1.6
C -2.884 1.718 -0.911 1.5 0.1 0.5
C -1.228 -3.082 -0.037 0.9 2.9 0.5
C -3.261 2.961 -0.699 -1.0 0.2 0.5
C 3.369 0.070 -0.021 0.2 -2.2 -0.6
C 2.521 -0.168 -1.328 1.5 0.1 -1.5
C 2.481 -0.311 1.197 2.3 -1.2 -0.2
C 1.276 0.626 -1.407 -2.8 3.6 0.8
C 1.309 0.553 1.120 -3.0 1.3 2.7
C -0.906 0.810 -0.032 -0.8 1.3 -1.0
N -1.538 1.350 -0.990 2.7 -0.4 -0.2
N -0.633 -2.089 0.075 -0.3 -1.4 -0.6
N -1.981 -4.118 -0.069 6.0 -4.3 1.7
N 0.491 0.337 -0.124 0.3 -1.9 -0.8
H -3.149 0.240 2.666 -0.8 0.1 1.3
H -3.453 0.817 -0.938 -1.2 -0.1 -0.3
H -2.664 3.846 -0.437 0.1 -0.7 -0.6
H -4.327 3.065 -0.627 -0.3 0.4 0.0
H 4.298 -0.589 -0.274 -1.5 1.1 1.4
H 3.712 1.105 0.299 -0.4 -0.9 -1.5
H 3.244 0.060 -2.150 -1.0 0.2 0.2
H 2.161 -1.215 -1.623 1.1 0.8 1.3
H 2.127 -1.314 1.300 0.2 -1.1 -0.6
H 3.189 -0.192 2.031 -1.0 0.5 0.4
H 1.297 1.801 -1.380 0.6 -2.2 -0.4
H 0.495 0.380 -2.149 1.0 0.0 -0.3
H 0.493 0.461 1.931 1.7 -0.5 -0.8
H 1.669 1.562 1.330 -0.5 0.6 -1.2
H -2.893 -4.073 -0.186 -5.2 0.3 -0.7
H -1.530 -5.016 0.347 -1.5 2.1 -1.2
H 0.245 -0.786 -0.228 0.6 1.8 1.0
```
Forces are in eV/Å.

Calculated values
Energy above the lowest of the compared OMol25 structures with the same formula, charge and spin   6.829 eV
Total charge   +1
Kohn-Sham gap   9.1359 eV
HOMO   -12.325 eV

These are the natural (NBO) partial charges, in e, on atoms 1 to 2: -0.087 -0.143

=====

[4]
Below is a molecular structure, C25H27FeN7PS, with properties calculated with ωB97M-V/def2-TZVPD.

XYZ file:
```
62
Properties=species:S:1:pos:R:3:forces:R:3
Fe -0.029 0.146 0.119 -0.2 -1.1 -0.2
N -3.050 -0.353 3.215 0.0 -0.1 -0.1
C -2.247 -0.290 2.138 0.0 0.0 0.0
S -0.586 -0.700 2.313 0.0 0.3 -0.2
N -2.849 0.083 1.009 0.0 0.0 0.1
N -1.993 0.188 -0.018 0.1 0.0 -0.1
C -2.488 0.272 -1.207 0.0 0.0 0.1
C -1.555 0.378 -2.312 0.0 0.0 -0.1
C -1.973 0.439 -3.639 0.0 0.0 0.0
C -1.027 0.581 -4.635 0.0 0.0 0.0
C 0.314 0.666 -4.284 0.0 0.0 0.0
C 0.651 0.585 -2.946 0.0 0.0 0.0
N -0.251 0.431 -1.978 0.1 0.3 0.2
H -2.705 -0.759 4.065 0.0 0.0 0.0
H -4.043 -0.249 3.082 0.0 0.0 0.0
H -3.561 0.248 -1.365 0.0 0.0 0.0
H -3.028 0.386 -3.871 0.0 0.0 0.0
H -1.328 0.635 -5.673 0.0 0.0 0.0
H 1.086 0.794 -5.029 0.0 0.0 0.0
H 1.686 0.654 -2.631 0.0 0.0 0.0
C -0.756 -3.998 -1.114 0.0 0.0 0.0
C 0.479 -4.344 -1.633 0.0 0.0 0.0
C 1.522 -3.434 -1.559 0.0 0.0 0.0
C 1.290 -2.196 -0.977 0.0 0.0 0.0
N 0.085 -1.860 -0.502 0.0 0.4 0.1
C -0.909 -2.742 -0.553 -0.1 0.0 0.0
C 2.350 -1.177 -0.769 0.0 0.1 0.0
C 3.644 -1.333 -1.242 0.0 0.0 0.0
C 4.583 -0.362 -0.943 0.0 0.0 0.0
C 4.222 0.699 -0.135 0.0 0.0 0.0
C 2.914 0.793 0.325 0.0 -0.1 -0.1
N 1.985 -0.102 -0.048 0.0 0.0 0.1
C 2.493 1.803 1.334 0.0 0.0 0.0
C 3.376 2.704 1.921 0.0 0.0 0.0
C 2.924 3.482 2.974 0.0 0.0 0.0
C 1.620 3.330 3.416 0.0 0.0 0.0
C 0.804 2.427 2.751 0.0 0.0 0.0
N 1.228 1.699 1.728 0.0 0.1 -0.1
H -1.589 -4.686 -1.134 0.0 0.0 0.0
H 0.638 -5.316 -2.080 0.0 0.0 0.0
H 2.498 -3.701 -1.935 0.0 0.0 0.0
H -1.848 -2.426 -0.119 0.0 0.0 0.0
H 3.919 -2.194 -1.832 0.0 0.0 0.0
H 5.595 -0.448 -1.313 0.0 0.0 0.0
H 4.958 1.435 0.149 0.0 0.0 0.0
H 4.401 2.792 1.591 0.0 0.0 0.0
H 3.591 4.184 3.456 0.0 0.0 0.0
H 1.239 3.898 4.253 0.0 0.0 0.0
H -0.227 2.268 3.048 0.0 0.0 0.0
C 0.448 4.548 0.080 0.0 0.0 0.0
P -0.645 3.151 -0.392 0.0 0.0 0.0
C -1.023 3.668 -2.113 0.0 0.0 0.0
C -2.199 3.638 0.448 0.0 0.0 0.0
H 0.010 5.504 -0.215 0.0 0.0 0.0
H 1.418 4.443 -0.409 0.0 0.0 0.0
H 0.613 4.560 1.156 0.0 0.0 0.0
H -1.348 4.709 -2.148 0.0 0.0 0.0
H -1.811 3.046 -2.538 0.0 0.0 0.0
H -0.132 3.559 -2.735 0.0 0.0 0.0
H -2.450 4.683 0.259 0.0 0.0 0.0
H -2.102 3.484 1.524 0.0 0.0 0.0
H -3.017 3.004 0.103 0.0 0.0 0.0
```
Forces are in eV/Å.

Calculated values
Energy above the lowest of the compared OMol25 structures with the same formula, charge and spin   1.201 eV
Total charge   +1
Kohn-Sham gap (spin up / spin down)   7.0324 / 7.0540 eV
HOMO (spin up / spin down)   -10.102 / -10.123 eV

These are the natural (NBO) partial charges, in e, on atoms 1 to 2: 0.908 -0.772

=====

no.,strongest force on any atom (hartree/bohr)
1,0.05761
2,0.02341
3,0.14635
4,0.02304